DFT (wB97M-V/def2-TZVPD) results for a cluster of 7 separate species, C18H32Br10O6 in total at a distorted geometry.

Molar mass ... 1143.49 g/mol
Energy above the lowest of the compared OMol25 structures with the same formula, charge and spin ... 3.026 eV
HOMO energy ... -9.841 eV
Frontier orbital gap ... 9.753 eV

The geometry in XYZ format:
```
66
C18H32Br10O6 (wB97M-V/def2-TZVPD)
C 2.43 0.14 -5.84
C 2.86 0.36 -4.35
C 3.50 -0.96 -3.73
O 4.64 -0.51 -3.15
C 5.01 0.67 -3.74
O 6.12 1.23 -3.69
O 4.03 1.14 -4.44
H 2.32 1.00 -6.50
H 1.49 -0.41 -5.90
H 3.04 -0.53 -6.44
H 2.37 1.06 -3.68
H 3.72 -1.76 -4.44
H 2.92 -1.44 -2.94
C -6.23 3.63 0.48
C -5.77 2.21 0.29
C -4.99 1.97 -0.99
O -3.69 1.65 -0.48
C -3.58 1.60 0.76
O -2.59 1.24 1.43
O -4.81 1.84 1.31
H -7.06 3.69 1.19
H -6.57 4.05 -0.47
H -5.50 4.38 0.79
H -6.61 1.52 0.33
H -4.90 2.81 -1.68
H -5.32 1.05 -1.48
Br -0.22 2.68 4.91
C 1.00 3.19 3.41
C 2.42 3.61 3.95
Br 2.32 5.22 5.04
H 0.52 3.95 2.79
H 1.13 2.30 2.80
H 2.97 3.90 3.05
H 2.84 2.74 4.44
Br -2.17 -2.88 0.17
C -2.62 -3.72 -1.64
C -4.10 -3.97 -2.01
Br -4.23 -5.51 -3.30
H -2.03 -4.63 -1.78
H -2.26 -3.05 -2.41
H -4.74 -3.20 -2.45
H -4.71 -4.39 -1.21
Br 1.63 -1.29 1.92
C 0.41 -0.03 0.91
C 0.46 -0.40 -0.54
Br -0.72 0.95 -1.47
H 0.56 0.98 1.29
H -0.61 -0.35 1.16
H -0.07 -1.34 -0.70
H 1.43 -0.37 -1.04
Br 3.41 2.21 -0.35
C 4.67 1.25 0.85
C 4.91 -0.14 0.36
Br 6.41 -1.04 1.17
H 4.32 1.12 1.88
H 5.58 1.85 0.87
H 5.09 -0.06 -0.71
H 4.07 -0.84 0.33
Br -1.28 -2.17 6.27
C -0.74 -3.07 4.55
C -0.42 -4.55 4.53
Br 0.15 -4.94 2.62
H 0.03 -2.59 3.95
H -1.52 -2.96 3.80
H -1.17 -5.31 4.75
H 0.43 -4.80 5.18
```

Löwdin population analysis, charges in e, atoms 1 to 4: C -0.015; C -0.224; C -0.121; O 0.036